Molecular formula: C52H84BN12O8
Method: DFT, ωB97M-V with the def2-TZVPD basis set

## Properties
multiplicity	2
HOMO-LUMO gap (spin up / spin down)	7.7 / 3.4	eV
total charge	0
<S²>	0.76

Positions of all 157 atoms, in Å:
O (-1.2152, -0.2177, 3.7434)
C (-0.6428, -0.6102, 2.7500)
O (-0.6718, -0.0983, 1.5204)
B (0.0265, -0.9903, 0.5527)
O (0.6156, -2.0516, 1.3842)
C (0.2137, -1.9348, 2.6067)
O (0.3995, -2.7116, 3.5378)
O (1.0210, -0.2686, -0.2496)
C (0.5772, -0.1723, -1.5224)
O (1.1330, 0.4783, -2.4116)
C (-0.6855, -1.0037, -1.6405)
O (-0.8993, -1.5822, -0.4527)
O (-1.3792, -1.1560, -2.6715)
C (4.4441, -3.5904, -0.2924)
C (3.2541, -2.7241, -0.6671)
C (2.0785, -3.5862, -1.1280)
C (2.3517, -4.3890, -2.3425)
N (2.5873, -5.0443, -3.2851)
H (4.2003, -4.1044, 0.6374)
H (5.3622, -3.0193, -0.1542)
H (4.5929, -4.3769, -1.0323)
H (3.6098, -1.9999, -1.3999)
H (3.0272, -2.2185, 0.2715)
H (1.2205, -2.9447, -1.3289)
H (1.8979, -4.1529, -0.2146)
C (0.8403, -1.1860, 6.8128)
C (0.0125, -2.4181, 7.1813)
C (-1.3556, -2.5014, 6.4392)
C (-2.1614, -1.3887, 6.8677)
N (-2.8044, -0.4981, 7.2544)
H (0.2212, -0.3333, 7.0915)
H (1.1292, -1.1330, 5.7631)
H (1.7315, -1.1233, 7.4373)
H (-0.1512, -2.4992, 8.2559)
H (0.6000, -3.3191, 7.0048)
H (-1.8661, -3.4326, 6.6851)
H (-1.2933, -2.4575, 5.3519)
C (1.4710, -3.3596, -6.4618)
C (1.0350, -1.8772, -6.8213)
C (1.1660, -0.8884, -5.6677)
C (2.4787, -0.9572, -5.0427)
N (3.5317, -1.0003, -4.5583)
H (2.5544, -3.3911, -6.5782)
H (1.0370, -4.0140, -7.2176)
H (1.2290, -3.7306, -5.4659)
H (0.0160, -1.9110, -7.2066)
H (1.6859, -1.5092, -7.6144)
H (0.4530, -0.9608, -4.8464)
H (0.9734, 0.1229, -6.0257)
C (1.8267, 4.1876, -4.6274)
C (0.8552, 3.1735, -5.2771)
C (-0.5051, 3.6823, -5.7527)
C (-0.5203, 4.7258, -6.8184)
N (-0.5247, 5.5460, -7.6471)
H (2.2866, 4.9228, -5.2878)
H (2.6411, 3.6535, -4.1380)
H (1.2375, 4.7030, -3.8689)
H (0.6754, 2.3491, -4.5870)
H (1.4839, 2.7747, -6.0732)
H (-0.9765, 4.1658, -4.8971)
H (-0.9990, 2.7852, -6.1259)
C (5.7509, 2.3920, -0.4380)
C (5.3571, 2.1013, -1.8641)
C (3.8162, 1.8344, -2.0253)
C (2.9624, 2.8595, -1.4086)
N (2.2924, 3.6771, -0.9493)
H (5.4731, 1.6478, 0.3083)
H (5.3496, 3.3623, -0.1454)
H (6.8321, 2.5232, -0.4813)
H (5.8958, 1.2974, -2.3658)
H (5.6436, 2.9738, -2.4512)
H (3.5895, 0.8743, -1.5618)
H (3.5482, 1.8571, -3.0816)
C (-1.3209, 3.6807, 6.7105)
C (-1.2339, 3.4607, 5.1646)
C (-2.3160, 2.5604, 4.5294)
C (-3.5850, 3.2026, 4.2852)
N (-4.6084, 3.7115, 4.1087)
H (-2.2274, 4.1718, 7.0643)
H (-0.4836, 4.3057, 7.0210)
H (-1.3419, 2.7253, 7.2348)
H (-0.2933, 2.9602, 4.9348)
H (-1.2584, 4.4178, 4.6437)
H (-2.4939, 1.7069, 5.1835)
H (-2.0140, 2.2026, 3.5451)
C (-3.0122, 3.6083, -2.3134)
C (-2.6085, 2.6980, -1.1872)
C (-1.3579, 3.0710, -0.3302)
C (-1.6448, 3.7766, 0.9225)
N (-1.8258, 4.2736, 1.9407)
H (-4.0143, 3.3348, -2.6440)
H (-2.3288, 3.4212, -3.1417)
H (-3.0086, 4.6415, -1.9659)
H (-2.5546, 1.6720, -1.5513)
H (-3.4218, 2.6205, -0.4657)
H (-0.5333, 3.5295, -0.8762)
H (-0.8136, 2.1666, -0.0581)
C (-0.9051, -4.9125, -3.2577)
C (-2.3355, -4.7146, -2.6674)
C (-3.3844, -4.3279, -3.7133)
C (-3.3110, -5.1063, -4.9828)
N (-3.2261, -5.7260, -5.9594)
H (-0.2113, -4.8146, -2.4228)
H (-0.6362, -4.0332, -3.8429)
H (-0.7275, -5.8418, -3.7990)
H (-2.2719, -3.8778, -1.9717)
H (-2.6933, -5.6459, -2.2283)
H (-3.3034, -3.2827, -4.0117)
H (-4.3824, -4.5389, -3.3292)
C (2.1656, 0.9848, 4.0721)
C (2.4149, 1.6933, 2.7481)
C (1.6074, 3.0027, 2.5300)
C (1.7725, 4.0450, 3.5650)
N (1.8902, 4.8256, 4.3785)
H (1.1447, 1.0785, 4.4421)
H (2.8110, 1.4273, 4.8308)
H (2.5051, -0.0482, 3.9956)
H (2.1250, 0.9688, 1.9872)
H (3.4705, 1.8922, 2.5627)
H (0.5698, 2.6924, 2.6529)
H (1.7932, 3.5109, 1.5838)
C (-4.8192, 0.9930, 1.7208)
C (-4.8640, -0.3466, 2.4176)
C (-4.6259, -0.2048, 3.9442)
C (-4.9587, -1.3591, 4.7598)
N (-5.2210, -2.2961, 5.4268)
H (-4.8359, 0.8147, 0.6456)
H (-3.8509, 1.4598, 1.9017)
H (-5.5990, 1.6996, 2.0050)
H (-4.1097, -1.0378, 2.0415)
H (-5.8047, -0.8596, 2.2174)
H (-5.2130, 0.5985, 4.3895)
H (-3.5858, 0.1089, 4.0324)
C (4.8027, -1.4688, 3.0584)
C (4.6328, -2.8818, 3.6954)
C (3.6127, -2.9335, 4.8090)
C (4.0351, -2.1136, 5.9709)
N (4.3914, -1.4645, 6.8912)
H (5.5682, -1.6707, 2.3091)
H (5.2495, -0.8184, 3.8104)
H (3.8880, -1.0268, 2.6633)
H (5.5649, -3.2699, 4.1060)
H (4.3852, -3.5759, 2.8923)
H (3.4660, -3.9719, 5.1062)
H (2.7024, -2.4601, 4.4409)
C (-5.7932, 0.8833, -5.6923)
C (-5.0837, 0.9201, -4.3248)
C (-3.7770, 0.1233, -4.1704)
C (-2.7090, 0.1869, -5.1646)
N (-1.8344, 0.1629, -5.9604)
H (-6.7521, 1.3862, -5.5669)
H (-5.9448, -0.1427, -6.0277)
H (-5.1751, 1.3847, -6.4370)
H (-5.7746, 0.7206, -3.5057)
H (-4.8870, 1.9918, -4.2944)
H (-4.0622, -0.9225, -4.0561)
H (-3.2437, 0.3870, -3.2571)

Mulliken atomic charge list, values in e, 5 entries: 0.02, 0.82, 0.14, 0.51, -0.60

=====

Molecular formula: C52H86BrIN5O28Si
Method: DFT, ωB97M-V with the def2-TZVPD basis set

## Properties
HOMO-LUMO gap	8.3	eV
total charge	+1

Positions of all 174 atoms, in Å:
C (6.6387, 1.3518, 2.4942)
C (5.0911, 1.7761, 2.9508)
O (4.2922, 0.7796, 3.3428)
O (4.7574, 3.2087, 2.9248)
C (3.7559, 3.5014, 1.8454)
C (4.4776, 3.1854, 0.3711)
N (3.9865, 4.2424, -0.5719)
C (4.7292, 5.5488, -0.9299)
C (6.2348, 5.7015, -0.3671)
C (7.3421, 4.6352, -1.0294)
Br (6.4058, 5.8480, 1.6442)
C (2.7697, 4.2178, -1.2679)
N (2.2077, 5.3063, -2.2076)
C (0.8847, 4.9142, -2.8231)
C (-0.0632, 5.6991, -3.9032)
C (-0.7547, 7.0800, -3.3566)
C (-1.7718, 6.7533, -2.0734)
C (-2.2560, 8.1558, -1.3351)
N (-2.9104, 7.7708, -0.0198)
N (0.7246, 3.5374, -2.1533)
C (-0.5410, 2.8598, -2.6099)
C (-0.4862, 2.2855, -4.1670)
O (-1.6092, 1.6311, -4.5756)
I (1.2106, 2.4535, -5.5356)
N (1.7395, 3.1419, -1.2673)
C (1.5910, 1.8328, -0.5928)
C (1.8479, 0.5780, -1.6687)
O (0.7728, -0.4297, -1.6474)
Si (0.8428, -1.4517, -0.2191)
C (2.5685, -1.4488, 0.6758)
C (-0.4218, -0.6814, 1.0703)
C (0.2741, -3.2715, -0.4883)
H (6.7169, 1.0324, 1.3701)
H (7.0511, 0.4569, 3.1527)
H (7.3920, 2.2590, 2.6642)
H (2.8433, 2.8118, 2.0759)
H (3.3525, 4.6176, 1.9056)
H (4.2850, 2.0639, 0.0100)
H (5.6308, 3.2030, 0.6158)
H (4.8184, 5.5361, -2.1211)
H (4.0091, 6.4510, -0.6474)
H (6.6263, 6.7633, -0.7561)
H (8.3546, 5.2442, -1.1733)
H (7.5628, 3.8213, -0.2146)
H (6.9772, 4.1998, -2.0589)
H (0.5902, 6.0010, -4.8551)
H (-0.9531, 5.0328, -4.3381)
H (-1.3500, 7.6626, -4.1990)
H (0.1078, 7.8159, -3.0116)
H (-1.2107, 6.0963, -1.2638)
H (-2.6765, 6.1522, -2.5295)
H (-1.2790, 8.8204, -1.1986)
H (-2.9812, 8.7357, -2.0503)
H (-3.9547, 7.8695, -0.0699)
H (-2.5911, 8.4550, 0.7239)
H (-1.4327, 3.6537, -2.5998)
H (-0.9088, 1.9653, -1.9538)
H (0.4452, 1.7116, -0.2760)
H (2.1934, 1.6275, 0.3792)
H (1.7915, 1.0956, -2.7429)
H (2.9351, 0.1372, -1.5897)
H (2.8670, -0.3807, 1.0746)
H (2.5172, -2.2206, 1.5543)
H (3.3472, -1.8376, -0.1408)
H (-0.9122, -1.5352, 1.7380)
H (-1.3240, -0.1301, 0.5346)
H (0.0871, 0.1340, 1.7611)
H (-0.1197, -3.6608, 0.5694)
H (-0.6216, -3.3725, -1.2393)
H (1.1993, -3.9632, -0.7567)
C (-4.2715, -2.8024, 3.9711)
C (-3.3490, -3.9137, 4.4286)
C (-2.6674, -3.6269, 5.7323)
O (-1.4709, -4.3773, 5.6259)
C (-1.1935, -4.4739, 4.2913)
O (-0.1379, -4.8759, 3.8326)
O (-2.2550, -4.0567, 3.5371)
H (-5.0673, -2.6204, 4.6996)
H (-3.7183, -1.8707, 3.8097)
H (-4.7292, -3.0623, 3.0104)
H (-3.8899, -4.8672, 4.4585)
H (-3.2564, -3.9607, 6.5918)
H (-2.4051, -2.5721, 5.8678)
C (-1.1896, 2.1048, 6.3164)
C (-2.1993, 2.1950, 5.1904)
C (-3.6167, 2.3053, 5.6652)
O (-4.3455, 1.7311, 4.5951)
C (-3.5041, 0.8412, 3.9889)
O (-3.8507, 0.0186, 3.1585)
O (-2.2218, 0.9921, 4.4390)
H (-1.2297, 2.9895, 6.9589)
H (-1.3597, 1.2131, 6.9294)
H (-0.1766, 2.0135, 5.9095)
H (-1.9375, 3.0151, 4.5112)
H (-3.9218, 3.3436, 5.8259)
H (-3.8214, 1.7288, 6.5738)
C (-0.5840, 0.4907, -9.9251)
C (0.3385, -0.6207, -9.4676)
C (1.0201, -0.3339, -8.1639)
O (2.2165, -1.0842, -8.2703)
C (2.4940, -1.1808, -9.6049)
O (3.5496, -1.5829, -10.0636)
O (1.4325, -0.7637, -10.3591)
H (-1.3798, 0.6727, -9.1966)
H (-0.0309, 1.4223, -10.0865)
H (-1.0418, 0.2307, -10.8858)
H (-0.2024, -1.5742, -9.4377)
H (0.4310, -0.6677, -7.3044)
H (1.2824, 0.7210, -8.0284)
C (-7.9164, -4.8276, 7.0272)
C (-7.3954, -3.6776, 7.8648)
C (-8.0340, -2.3617, 7.5376)
O (-7.0241, -1.4333, 7.8900)
C (-5.8328, -2.0886, 7.7534)
O (-4.7404, -1.5479, 7.7770)
O (-6.0271, -3.4314, 7.5832)
H (-8.9927, -4.9660, 7.1668)
H (-7.7147, -4.6647, 5.9629)
H (-7.4056, -5.7570, 7.3015)
H (-7.4854, -3.9144, 8.9317)
H (-8.9420, -2.1835, 8.1214)
H (-8.2639, -2.2378, 6.4738)
C (4.4021, -5.0519, 3.5348)
C (5.6414, -4.5685, 2.8096)
C (6.8222, -4.3685, 3.7109)
O (7.5596, -3.3663, 3.0344)
C (6.6541, -2.6442, 2.3092)
O (6.8967, -1.5819, 1.7625)
O (5.4379, -3.2684, 2.2801)
H (4.5784, -6.0130, 4.0270)
H (4.0738, -4.3242, 4.2849)
H (3.5720, -5.1671, 2.8295)
H (5.8800, -5.2410, 1.9770)
H (7.4199, -5.2783, 3.8213)
H (6.5570, -3.9932, 4.7052)
C (5.5577, -9.1661, 0.4499)
C (6.7762, -8.6605, 1.1949)
C (7.4743, -9.7220, 1.9902)
O (8.0781, -8.9781, 3.0333)
C (7.3044, -7.8660, 3.2119)
O (7.4035, -7.0999, 4.1552)
O (6.4013, -7.7268, 2.1948)
H (5.8240, -9.9554, -0.2595)
H (4.8024, -9.5521, 1.1431)
H (5.0839, -8.3461, -0.1007)
H (7.4631, -8.1594, 0.5024)
H (8.2327, -10.2495, 1.4041)
H (6.7937, -10.4557, 2.4356)
C (-12.6094, -0.1957, 3.5351)
C (-11.6870, -1.3071, 3.9926)
C (-11.0054, -1.0203, 5.2964)
O (-9.8089, -1.7706, 5.1899)
C (-9.5315, -1.8672, 3.8553)
O (-8.4758, -2.2693, 3.3967)
O (-10.5929, -1.4500, 3.1011)
H (-13.4052, -0.0137, 4.2636)
H (-12.0563, 0.7359, 3.3737)
H (-13.0672, -0.4557, 2.5745)
H (-12.2278, -2.2605, 4.0225)
H (-11.5944, -1.3540, 6.1558)
H (-10.7430, 0.0346, 5.4318)
C (2.0572, 3.2202, -12.8250)
C (0.8677, 2.7078, -13.6110)
C (-0.1034, 3.7828, -13.9956)
O (-1.3267, 3.0749, -14.0858)
C (-1.2181, 2.0074, -13.2397)
O (-2.1478, 1.2924, -12.9069)
O (0.0709, 1.8483, -12.8120)
H (2.6268, 3.9566, -13.3998)
H (1.7404, 3.6755, -11.8803)
H (2.7226, 2.3907, -12.5623)
H (1.2073, 2.1405, -14.4859)
H (0.1463, 4.2448, -14.9554)
H (-0.2113, 4.5679, -13.2393)

Mulliken atomic charge list, values in e, 5 entries: -0.70, 0.61, -0.52, -0.34, -0.36

=====

Molecular formula: C52H88AsN3O6SSbTi
Method: DFT, ωB97M-V with the def2-TZVPD basis set

## Properties
relative energy (zero: lowest compared OMol25 entry of this formula, charge and spin)	8.8	kcal/mol
HOMO-LUMO gap	7.0	eV
total charge	-1

Positions of all 153 atoms, in Å:
Ti (-0.5174, 0.6931, -0.4698)
C (-7.0384, 3.7082, 0.2797)
C (-6.3400, 3.0103, 1.4555)
C (-5.8378, 4.0910, 2.4150)
C (-7.3609, 2.1451, 2.2081)
C (-5.2057, 2.1247, 0.9329)
C (-3.8894, 2.3117, 1.3238)
C (-2.8932, 1.4762, 0.8234)
N (-1.5118, 1.5660, 1.0254)
C (-1.0244, 2.8758, 1.2635)
C (-1.1390, 3.5885, 2.4382)
C (-0.6362, 4.8880, 2.4959)
C (-0.0597, 5.4143, 1.3465)
C (0.0807, 4.7214, 0.1377)
C (-0.3993, 3.4110, 0.1294)
O (-0.3145, 2.5498, -0.9079)
C (0.7076, 5.4515, -1.0557)
C (0.8986, 4.5811, -2.3017)
C (2.0883, 6.0002, -0.6658)
C (-0.2044, 6.6293, -1.4364)
C (-0.6847, 5.7306, 3.7714)
C (-1.4085, 5.0091, 4.9094)
C (-1.4194, 7.0505, 3.5027)
C (0.7485, 6.0306, 4.2333)
C (-3.2279, 0.4575, -0.0763)
O (-2.1418, -0.2154, -0.5321)
C (-4.5432, 0.2455, -0.4945)
C (-5.5057, 1.0996, 0.0376)
C (-4.8871, -0.8883, -1.4548)
C (-4.0692, -0.7667, -2.7496)
C (-4.5771, -2.2222, -0.7626)
C (-6.3701, -0.8911, -1.8345)
H (-7.8383, 4.3595, 0.6431)
H (-7.4778, 2.9858, -0.4095)
H (-6.3258, 4.3154, -0.2818)
H (-6.6814, 4.6955, 2.7562)
H (-5.1200, 4.7571, 1.9317)
H (-5.3604, 3.6552, 3.2954)
H (-8.1829, 2.7621, 2.5824)
H (-6.8877, 1.6474, 3.0570)
H (-7.7818, 1.3741, 1.5617)
H (-3.6169, 3.1113, 1.9962)
H (-1.5926, 3.1122, 3.2969)
H (0.3095, 6.4337, 1.3882)
H (1.5493, 3.7282, -2.1084)
H (1.3549, 5.1942, -3.0848)
H (-0.0449, 4.1865, -2.6735)
H (2.7687, 5.1789, -0.4382)
H (2.0427, 6.6615, 0.2011)
H (2.5112, 6.5658, -1.5007)
H (-1.1996, 6.2698, -1.7048)
H (0.2115, 7.1639, -2.2948)
H (-0.3129, 7.3380, -0.6131)
H (-2.4418, 4.7758, 4.6428)
H (-1.4268, 5.6480, 5.7954)
H (-0.9048, 4.0788, 5.1786)
H (-2.4439, 6.8577, 3.1774)
H (-0.9262, 7.6343, 2.7242)
H (-1.4540, 7.6590, 4.4108)
H (1.2848, 5.0997, 4.4327)
H (0.7415, 6.6287, 5.1493)
H (1.3028, 6.5820, 3.4712)
H (-6.5355, 0.9669, -0.2641)
H (-4.2573, 0.1955, -3.2318)
H (-3.0007, -0.8483, -2.5600)
H (-4.3618, -1.5574, -3.4466)
H (-3.5233, -2.2906, -0.4950)
H (-4.8221, -3.0527, -1.4298)
H (-5.1718, -2.3245, 0.1483)
H (-6.6694, 0.0455, -2.3103)
H (-7.0094, -1.0562, -0.9643)
H (-6.5556, -1.7006, -2.5440)
O (2.0553, 0.5953, -3.0995)
C (1.1851, 0.1582, -2.3684)
O (-0.0885, 0.3557, -2.4265)
C (1.6027, -0.7659, -1.1424)
O (2.7224, -1.2138, -1.1140)
O (0.6212, -0.9395, -0.3032)
C (-2.6000, -1.6112, 2.7626)
C (-1.7988, -1.2426, 4.0142)
C (-1.9203, -2.3630, 5.0399)
C (-2.3990, 0.0455, 4.5785)
Sb (0.2390, -0.7514, 3.2980)
C (1.1888, 0.1429, 5.0867)
C (0.8028, -0.4423, 6.4402)
C (0.8192, 1.6282, 5.0417)
C (2.7033, 0.0347, 4.8987)
C (1.2073, -2.7251, 3.1403)
C (1.5931, -3.4070, 4.4480)
C (2.4598, -2.5025, 2.2862)
C (0.2586, -3.6187, 2.3414)
H (-3.6639, -1.7001, 3.0225)
H (-2.2835, -2.5618, 2.3314)
H (-2.5122, -0.8481, 1.9893)
H (-2.9726, -2.4794, 5.3360)
H (-1.3417, -2.1690, 5.9443)
H (-1.5935, -3.3195, 4.6296)
H (-3.4661, -0.1112, 4.7856)
H (-2.3240, 0.8654, 3.8578)
H (-1.9254, 0.3551, 5.5115)
H (-0.2562, -0.2984, 6.6604)
H (1.3716, 0.0584, 7.2366)
H (1.0167, -1.5107, 6.5013)
H (-0.2507, 1.7919, 5.1817)
H (1.1038, 2.0824, 4.0880)
H (1.3435, 2.1629, 5.8464)
H (3.0602, -0.9886, 5.0281)
H (3.2083, 0.6585, 5.6492)
H (3.0130, 0.3853, 3.9104)
H (2.3505, -2.8379, 4.9916)
H (2.0211, -4.3962, 4.2344)
H (0.7406, -3.5514, 5.1123)
H (3.2010, -1.8809, 2.7913)
H (2.2212, -2.0381, 1.3277)
H (2.9281, -3.4729, 2.0744)
H (-0.6166, -3.9182, 2.9217)
H (0.7885, -4.5329, 2.0425)
H (-0.0755, -3.1260, 1.4249)
C (0.7079, -7.0222, -1.1789)
C (0.8469, -6.0342, -2.3299)
As (0.7634, -4.1624, -1.6852)
C (0.5906, -3.2674, -3.4294)
C (1.9539, -3.0509, -4.0800)
C (-1.1324, -4.1198, -1.1342)
C (-2.1497, -4.6582, -2.1296)
H (0.8151, -8.0568, -1.5145)
H (-0.2697, -6.9341, -0.6991)
H (1.4631, -6.8402, -0.4113)
H (0.0840, -6.2074, -3.0921)
H (1.8186, -6.1418, -2.8172)
H (0.0936, -2.3117, -3.2427)
H (-0.0699, -3.8520, -4.0740)
H (2.5975, -2.4482, -3.4376)
H (1.8615, -2.5361, -5.0386)
H (2.4598, -4.0025, -4.2653)
H (-1.3278, -3.0725, -0.8883)
H (-1.1832, -4.6644, -0.1876)
H (-2.1763, -4.0506, -3.0360)
H (-3.1568, -4.6564, -1.7090)
H (-1.9218, -5.6848, -2.4239)
C (3.7879, 3.9281, 1.8601)
N (3.9482, 3.2803, 0.5750)
C (4.8438, 3.6290, -0.4236)
C (4.5990, 2.8150, -1.4687)
N (3.5764, 1.9722, -1.0969)
C (3.1673, 2.2463, 0.1614)
S (2.0073, 1.4942, 1.1326)
H (4.3849, 4.8381, 1.8666)
H (4.1079, 3.2679, 2.6665)
H (2.7353, 4.1723, 2.0125)
H (5.5548, 4.4255, -0.3013)
H (5.0552, 2.7594, -2.4396)
H (3.1811, 1.2485, -1.7136)

Mulliken atomic charge list, values in e, 5 entries: 1.04, -1.75, 2.05, -2.14, -1.70

=====

| no. | calculated total energy (Eh) |
| --- | --- |
| 1 | -3315.59178 |
| 2 | -7574.18402 |
| 3 | -6373.91332 |